Entry 1:
Entry from the Open Molecules 2025 dataset: a cluster of 9 separate species, C24H39ClN5O7S in total (ωB97M-V/def2-TZVPD).

Atoms and positions in Å:
Cl 0.846 1.982 1.966
O 0.144 1.747 3.228
O -0.033 2.725 1.072
O 2.068 2.702 2.189
O 1.106 0.725 1.391
C 0.085 -5.763 -1.824
O 1.215 -6.671 -1.876
H -0.473 -5.815 -2.759
H -0.554 -5.994 -0.972
H 0.404 -4.721 -1.844
H 1.981 -6.102 -1.768
C -1.489 -3.196 9.304
O -0.711 -2.076 9.012
H -2.536 -2.896 9.282
H -1.430 -4.015 8.588
H -1.232 -3.676 10.249
H -1.042 -1.543 8.285
N -2.254 9.988 -6.942
C -2.272 10.982 -6.023
C -2.046 10.432 -4.789
C -2.054 9.029 -4.930
C -2.086 8.762 -6.279
H -2.465 10.068 -7.927
H -2.334 11.983 -6.423
H -1.884 11.008 -3.890
H -1.893 8.265 -4.184
H -2.089 7.796 -6.763
N 5.881 -0.375 7.660
C 6.820 -0.044 8.667
C 7.975 0.454 8.056
C 7.644 0.439 6.702
C 6.416 -0.043 6.465
H 4.925 -0.649 7.831
H 6.525 -0.224 9.690
H 8.900 0.829 8.470
H 8.300 0.783 5.916
H 5.901 -0.077 5.516
N -5.315 -2.700 4.334
C -6.480 -3.355 4.676
C -6.496 -4.663 4.227
C -5.201 -4.888 3.722
C -4.511 -3.666 3.760
H -4.950 -1.775 4.510
H -7.162 -2.748 5.253
H -7.303 -5.366 4.370
H -4.813 -5.813 3.321
H -3.519 -3.354 3.470
N 0.230 0.433 -6.022
C 0.313 -0.512 -6.976
C 1.294 -0.155 -7.866
C 1.853 1.016 -7.467
C 1.141 1.396 -6.340
H -0.379 0.439 -5.216
H -0.327 -1.351 -6.745
H 1.505 -0.738 -8.751
H 2.772 1.450 -7.832
H 1.245 2.208 -5.635
N 5.739 -3.696 -1.393
C 6.508 -4.708 -0.824
C 6.825 -5.500 -1.879
C 6.402 -5.006 -3.079
C 5.683 -3.911 -2.772
H 5.322 -2.891 -0.947
H 6.673 -4.830 0.236
H 7.419 -6.400 -1.822
H 6.521 -5.493 -4.036
H 5.224 -3.189 -3.431
C -5.731 3.308 -3.165
S -7.111 2.034 -2.972
O -6.662 0.772 -3.708
C -6.791 1.582 -1.204
H -4.731 2.899 -3.015
H -5.784 4.148 -2.472
H -5.792 3.766 -4.152
H -5.825 1.080 -1.149
H -7.537 0.920 -0.763
H -6.506 2.437 -0.592

Results
HOMO energy = -5.862 eV
E_tot = -2596.360064 Eh
Relative energy (zero: lowest compared OMol25 entry of this formula, charge and spin) = 1.734 eV
Total charge = -1
HOMO-LUMO gap = 7.81 eV
LUMO energy = 1.9486 eV

***

Entry 2:
Entry from the Open Molecules 2025 dataset: a cluster of 6 separate species, C24H39F9O15 in total (ωB97M-V/def2-TZVPD).

Atoms and positions in Å:
C -0.379 -1.310 -3.440
C 0.327 -0.149 -2.762
O -0.482 0.335 -1.655
C -0.457 -0.378 -0.544
O 0.162 -1.381 -0.363
C -1.375 0.266 0.533
F -2.329 1.025 -0.006
F -1.951 -0.718 1.205
F -0.604 1.041 1.303
H 0.224 -1.662 -4.279
H -1.344 -1.015 -3.852
H -0.545 -2.149 -2.765
H 0.227 0.693 -3.442
H 1.328 -0.422 -2.446
C -2.659 -2.910 9.001
C -1.927 -1.973 8.050
O -2.026 -2.390 6.700
C -3.084 -1.983 6.016
O -4.002 -1.363 6.460
C -3.009 -2.422 4.540
F -1.857 -3.040 4.276
F -4.037 -3.238 4.274
F -3.102 -1.367 3.725
H -3.695 -3.044 8.675
H -2.762 -2.505 10.007
H -2.167 -3.881 9.031
H -0.872 -2.034 8.316
H -2.245 -0.945 8.213
C 3.129 -2.839 -5.948
C 4.228 -1.984 -5.352
O 5.183 -2.933 -4.823
C 6.446 -2.642 -4.946
O 6.922 -1.747 -5.581
C 7.351 -3.633 -4.195
F 8.072 -3.004 -3.274
F 6.625 -4.583 -3.567
F 8.173 -4.244 -5.044
H 2.983 -3.639 -5.213
H 3.511 -3.382 -6.816
H 2.180 -2.385 -6.196
H 3.966 -1.266 -4.575
H 4.743 -1.381 -6.103
C 2.805 3.688 -4.536
C 2.804 2.223 -4.889
O 2.002 2.102 -6.081
C 1.528 0.924 -6.371
O 1.726 -0.083 -5.734
O 0.850 1.023 -7.499
C 0.373 -0.178 -8.115
H 1.820 4.072 -4.296
H 3.204 4.204 -5.415
H 3.543 3.921 -3.769
H 2.384 1.561 -4.131
H 3.804 1.854 -5.130
H 0.843 -0.252 -9.090
H -0.705 -0.060 -8.219
H 0.555 -1.053 -7.497
C 4.088 -1.042 3.157
C 3.325 -0.857 4.450
O 2.155 -0.062 4.287
C 2.315 1.217 3.979
O 3.342 1.838 3.990
O 1.118 1.701 3.666
C 1.068 3.086 3.331
H 4.553 -0.098 2.867
H 3.494 -1.346 2.294
H 4.872 -1.790 3.282
H 3.972 -0.489 5.248
H 2.977 -1.826 4.812
H 0.419 3.189 2.463
H 2.024 3.570 3.171
H 0.544 3.592 4.147
C -4.882 0.771 2.052
C -5.620 1.803 1.264
O -5.655 3.036 2.018
C -6.858 3.455 2.410
O -7.793 2.744 2.680
O -6.845 4.777 2.483
C -8.046 5.418 2.831
H -5.398 0.540 2.979
H -3.845 1.089 2.142
H -4.822 -0.196 1.542
H -6.642 1.489 1.033
H -5.248 2.076 0.275
H -8.834 5.192 2.118
H -7.868 6.496 2.787
H -8.315 5.260 3.876

Results
HOMO energy = -10.558 eV
E_tot = -2965.346985 Eh
Relative energy (zero: lowest compared OMol25 entry of this formula, charge and spin) = 0.000 eV
HOMO-LUMO gap = 10.92 eV
Structure (SMILES) = CCOC(=O)C(F)(F)F.CCOC(=O)C(F)(F)F.CCOC(=O)C(F)(F)F.CCOC(=O)OC.CCOC(=O)OC.CCOC(=O)OC
LUMO energy = 0.3620 eV

***

Entry 3:
Entry from the Open Molecules 2025 dataset: a cluster of 9 separate species, C24H39F9O30S6 in total (ωB97M-V/def2-TZVPD).

Atoms and positions in Å:
C 10.022 -14.465 6.728
C 8.688 -14.467 6.017
O 8.002 -13.277 6.356
C 6.942 -12.828 5.564
O 6.416 -13.544 4.719
C 6.468 -11.319 5.779
F 7.018 -10.928 6.935
F 6.790 -10.546 4.707
F 5.153 -11.354 5.935
H 9.866 -14.226 7.780
H 10.722 -13.740 6.314
H 10.462 -15.461 6.765
H 8.062 -15.240 6.462
H 8.823 -14.542 4.938
C 7.023 -0.467 -4.440
C 6.122 -1.668 -4.629
O 6.058 -1.914 -5.996
C 5.611 -3.049 -6.504
O 5.337 -4.062 -5.833
C 5.490 -2.985 -8.019
F 5.087 -4.090 -8.598
F 4.521 -2.058 -8.230
F 6.647 -2.644 -8.587
H 6.987 -0.228 -3.377
H 6.689 0.413 -4.989
H 8.079 -0.701 -4.574
H 5.110 -1.347 -4.379
H 6.434 -2.500 -3.998
C 0.855 3.059 -0.633
C 1.528 1.679 -0.697
O 1.934 1.279 0.632
C 2.408 0.040 0.907
O 2.408 -0.902 0.049
C 2.871 -0.226 2.378
F 3.161 0.876 3.015
F 1.873 -0.848 3.051
F 3.858 -1.085 2.355
H 0.491 3.272 -1.638
H 1.578 3.832 -0.372
H 0.063 3.113 0.115
H 2.375 1.635 -1.381
H 0.761 0.995 -1.062
O -3.074 -6.991 1.230
S -2.123 -6.759 0.181
O -1.160 -7.863 -0.097
O -2.845 -6.195 -1.206
C -2.785 -4.784 -1.321
C -1.453 -4.374 -0.798
O -1.403 -5.247 0.360
H -2.999 -4.364 -2.304
H -3.584 -4.357 -0.715
H -1.363 -3.304 -0.615
H -0.606 -4.554 -1.460
O 10.394 -7.078 -5.918
S 10.120 -8.478 -6.266
O 10.199 -8.956 -7.624
O 10.807 -9.460 -5.065
C 10.129 -9.353 -3.802
C 8.677 -9.145 -4.264
O 8.618 -8.812 -5.673
H 10.241 -10.277 -3.235
H 10.549 -8.659 -3.074
H 8.247 -8.281 -3.757
H 8.073 -10.008 -3.986
O 10.302 -2.570 -0.327
S 10.102 -3.845 0.327
O 8.875 -4.596 0.155
O 11.454 -4.803 0.100
C 12.463 -4.507 1.107
C 11.913 -3.350 2.059
O 10.565 -3.673 1.864
H 12.697 -5.336 1.774
H 13.421 -4.372 0.604
H 12.134 -2.404 1.564
H 12.266 -3.474 3.083
O -1.611 -15.235 -5.007
S -1.209 -16.111 -3.910
O -2.029 -17.268 -3.585
O 0.318 -16.650 -4.111
C 1.312 -16.121 -3.228
C 0.454 -15.681 -2.029
O -0.820 -15.298 -2.537
H 2.106 -16.765 -2.852
H 1.660 -15.327 -3.889
H 0.864 -14.815 -1.510
H 0.172 -16.455 -1.314
O 0.130 -6.255 -7.693
S 0.097 -6.382 -6.233
O 0.592 -5.274 -5.426
O -1.381 -6.937 -5.616
C -1.427 -8.351 -5.834
C -0.047 -8.840 -5.391
O 0.801 -7.814 -5.789
H -2.251 -8.840 -5.315
H -1.694 -8.627 -6.854
H 0.129 -9.813 -5.848
H 0.047 -8.910 -4.307
O 3.236 -10.288 0.511
S 4.216 -9.494 -0.188
O 5.457 -10.108 -0.653
O 3.438 -8.681 -1.454
C 3.176 -7.325 -1.226
C 3.385 -7.044 0.231
O 4.348 -8.015 0.582
H 3.812 -6.740 -1.890
H 2.139 -7.099 -1.475
H 2.556 -7.125 0.934
H 3.763 -6.024 0.294

Results
HOMO energy = -10.917 eV
E_tot = -6482.706504 Eh
Relative energy (zero: lowest compared OMol25 entry of this formula, charge and spin) = 6.186 eV
HOMO-LUMO gap = 10.96 eV
Structure (SMILES) = CCOC(=O)C(F)(F)F.CCOC(=O)C(F)(F)F.CCOC(=O)C(F)(F)F.O=S1(=O)OCCO1.O=S1(=O)OCCO1.O=S1(=O)OCCO1.O=S1(=O)OCCO1.O=S1(=O)OCCO1.O=S1(=O)OCCO1
LUMO energy = 0.0439 eV